# C2IN2P

2 unconnected molecules or ions with the total composition C2IN2P in a non-equilibrium geometry (wB97M-V/def2-TZVPD, the Open Molecules 2025 dataset).

## Properties
HOMO (spin up / spin down) (hartree): -0.3936 / -0.3937
Calculated total energy (eV): -22439.7957
Gap between HOMO and LUMO (spin up / spin down) (eV): 7.354 / 7.356
Total charge: 0

Geometry (Å):
I -2.4950 0.4243 0.1866
P -0.6260 -0.4479 -1.0072
N 0.6461 -2.5038 0.5776
N 1.3262 2.5343 0.3509
C 0.9782 1.5997 -0.1549
C 0.1705 -1.6065 0.0470

Forces on the atoms, in the same order (eV/Å):
I 0.2 -0.4 0.1
P 1.6 2.6 0.3
N 0.4 -0.6 0.3
N 1.7 4.2 2.2
C -3.3 -6.4 -3.1
C -0.5 0.5 0.2